(1)
Molecular formula: C30H40F24IN4O7P2
Method: DFT, ωB97M-V with the def2-TZVPD basis set

XYZ file:
```
108
Properties=species:S:1:pos:R:3
C 1.902 -2.155 0.888
C 0.876 -2.068 0.257
N -0.085 -2.095 -0.724
P -1.599 -2.918 -0.357
P -1.954 -2.082 1.632
O -1.074 -0.928 1.820
O -1.772 -3.244 2.710
O -3.472 -1.613 1.683
C 0.110 -1.508 -1.897
N 1.254 -0.823 -2.190
C 1.511 0.354 -1.310
C 2.952 0.829 -1.427
N 3.869 -0.179 -0.884
C 4.898 0.405 -0.009
C 4.314 1.085 1.223
C 4.540 -0.874 -1.970
C 4.509 -2.373 -1.861
O 5.102 -0.297 -2.860
C 1.171 -0.478 -3.616
C 0.129 -1.495 -4.083
C -0.429 -1.358 -5.493
N -0.785 -1.550 -2.935
C -1.916 -0.587 -2.876
C -3.277 -1.259 -2.953
C -3.431 -2.227 -4.123
I -4.786 0.266 -3.053
H 2.793 -2.232 1.460
H -1.237 -4.270 -0.200
H -1.241 -3.950 2.325
H -3.679 -1.513 2.626
H 1.322 0.126 -0.267
H 0.812 1.142 -1.590
H 3.142 1.000 -2.487
H 3.041 1.796 -0.944
H 5.513 -0.425 0.341
H 5.577 1.079 -0.535
H 3.359 0.670 1.528
H 4.149 2.138 1.001
H 5.041 1.075 2.025
H 3.484 -2.663 -1.656
H 4.915 -2.831 -2.750
H 5.088 -2.627 -0.974
H 2.125 -0.571 -4.116
H 0.762 0.521 -3.795
H 0.694 -2.431 -4.111
H -1.335 -0.771 -5.557
H -0.571 -2.349 -5.906
H 0.346 -0.897 -6.099
H -1.834 -0.020 -1.949
H -1.825 0.145 -3.673
H -3.516 -1.814 -2.057
H -4.155 -2.990 -3.860
H -3.780 -1.733 -5.024
H -2.502 -2.741 -4.351
C 10.220 3.365 1.518
C 9.788 1.888 1.601
C 8.487 1.484 0.905
F 7.419 2.101 1.449
F 8.295 0.149 1.055
F 9.760 1.492 2.890
F 10.766 1.171 0.982
O 9.956 4.194 2.640
C 8.775 4.888 2.774
C 8.019 4.470 4.038
F 7.699 3.161 3.989
F 6.872 5.178 4.121
F 8.003 4.793 1.675
F 9.093 6.190 2.917
H 11.307 3.329 1.475
H 9.902 3.831 0.586
H 8.527 1.705 -0.165
H 8.628 4.655 4.924
C -3.388 3.837 3.007
C -2.396 5.004 3.169
C -2.395 6.099 2.099
F -2.041 5.610 0.893
F -1.489 7.041 2.439
F -1.148 4.515 3.330
F -2.736 5.628 4.330
O -2.883 2.613 2.483
C -2.855 2.350 1.137
C -1.428 2.105 0.642
F -0.657 3.190 0.820
F -1.458 1.827 -0.695
F -3.498 3.292 0.429
F -3.518 1.189 0.937
H -3.677 3.579 4.025
H -4.306 4.146 2.509
H -3.378 6.572 2.024
H -0.990 1.258 1.174
C -7.907 -5.062 1.081
C -7.210 -4.335 -0.086
C -6.829 -2.866 0.107
F -7.905 -2.084 0.287
F -6.195 -2.432 -1.013
F -7.935 -4.480 -1.210
F -6.023 -4.988 -0.287
O -9.313 -5.223 1.013
C -10.180 -4.277 1.518
C -11.093 -3.715 0.426
F -10.364 -3.110 -0.532
F -11.918 -2.797 0.971
F -9.531 -3.303 2.182
F -10.968 -4.902 2.414
H -7.530 -6.083 1.030
H -7.587 -4.677 2.049
H -6.153 -2.745 0.955
H -11.683 -4.514 -0.026
```

Highest occupied orbital energy: -11.7 eV
Total charge: +1
Orbital gap: 8.25 eV
Electronic energy: -143942.972 eV
LUMO: -3.426 eV


(2)
Molecular formula: C39H49ClHgN13O3PS
Method: DFT, ωB97M-V with the def2-TZVPD basis set

XYZ file:
```
108
Properties=species:S:1:pos:R:3
Hg -0.746 -0.527 1.073
C -0.240 -3.817 5.721
N -0.078 -2.582 4.970
C -0.292 -1.325 5.468
C -0.246 -0.472 4.400
N -0.023 -1.197 3.275
C 0.059 -2.459 3.614
P 0.985 -3.684 2.630
C 2.451 -2.674 2.191
N 2.488 -1.530 1.546
C 3.780 -1.102 1.593
C 4.544 -2.001 2.287
N 3.698 -3.005 2.659
C 4.057 -4.149 3.487
C 0.140 -3.709 1.023
N 0.128 -2.754 0.115
C -0.469 -3.276 -0.999
C -0.820 -4.570 -0.763
N -0.427 -4.849 0.520
C -0.714 -6.090 1.218
H -1.288 -3.985 5.959
H 0.123 -4.648 5.124
H 0.334 -3.769 6.644
H -0.504 -1.153 6.510
H -0.374 0.598 4.373
H 4.083 -0.172 1.136
H 5.592 -2.020 2.539
H 5.135 -4.158 3.620
H 3.582 -4.090 4.464
H 3.752 -5.078 3.013
H -0.637 -2.680 -1.880
H -1.330 -5.299 -1.370
H -0.536 -6.931 0.552
H -0.065 -6.182 2.083
H -1.752 -6.111 1.551
C -1.163 4.367 -0.042
N -0.793 3.726 -1.304
C -1.752 3.946 -2.369
C -0.150 2.474 -1.163
N -0.622 1.293 -1.325
C -1.899 0.910 -1.714
C -3.025 1.353 -1.071
C -4.303 0.906 -1.443
C -4.452 0.027 -2.476
C -3.316 -0.503 -3.134
C -3.482 -1.468 -4.165
C -2.396 -2.024 -4.772
C -1.096 -1.655 -4.365
C -0.882 -0.718 -3.372
N 0.427 -0.523 -2.908
C 1.422 -0.246 -3.653
N 2.712 -0.487 -3.214
C 2.929 -1.293 -2.029
C 3.857 0.272 -3.678
N 1.380 0.399 -4.904
C 0.217 1.213 -5.206
C 1.904 -0.331 -6.045
C -2.012 -0.093 -2.738
N 1.198 2.578 -0.898
C 1.800 3.799 -0.385
C 1.947 1.366 -0.603
H -2.193 4.132 0.250
H -1.072 5.453 -0.139
H -0.507 4.033 0.764
H -2.750 3.549 -2.165
H -1.395 3.518 -3.301
H -1.839 5.028 -2.512
H -2.916 2.018 -0.228
H -5.161 1.256 -0.881
H -5.436 -0.312 -2.783
H -4.487 -1.770 -4.438
H -2.525 -2.768 -5.551
H -0.231 -2.139 -4.806
H 2.002 -1.410 -1.481
H 3.649 -0.793 -1.375
H 3.326 -2.284 -2.281
H 3.538 1.046 -4.368
H 4.591 -0.368 -4.180
H 4.356 0.747 -2.828
H -0.126 1.680 -4.287
H -0.612 0.644 -5.638
H 0.513 1.995 -5.910
H 2.721 -0.981 -5.737
H 2.282 0.367 -6.796
H 1.128 -0.950 -6.515
H 1.327 4.667 -0.836
H 2.858 3.794 -0.659
H 1.716 3.848 0.704
H 1.906 1.143 0.468
H 2.986 1.524 -0.911
H 1.524 0.536 -1.165
Cl -2.815 -1.757 0.700
O 0.791 2.429 2.031
C -0.416 2.470 2.411
N -1.337 1.457 2.005
S -2.801 1.629 2.755
O -3.022 0.533 3.688
O -3.879 1.846 1.810
C -2.377 3.113 3.566
C -3.165 3.933 4.334
C -2.609 5.114 4.848
C -1.248 5.439 4.549
C -0.457 4.630 3.778
C -1.010 3.421 3.252
H -4.200 3.669 4.537
H -3.209 5.776 5.461
H -0.833 6.361 4.944
H 0.568 4.896 3.547
```

Highest occupied orbital energy (alpha / beta): -1.3 / -4.3 eV
Total charge: -1
Orbital gap (alpha / beta): 3.22 / 6.23 eV
2S+1: 2
Electronic energy: -103573.594 eV
LUMO (alpha / beta): 1.921 / 1.921 eV


(3)
Molecular formula: C3H7NO4P
Method: DFT, ωB97M-V with the def2-TZVPD basis set

XYZ file:
```
16
Properties=species:S:1:pos:R:3
C 1.475 -0.295 1.425
C -0.746 1.407 0.192
C 0.028 -0.755 1.206
N -0.133 -1.800 0.393
O 1.746 0.437 2.392
O -1.849 -0.095 -1.757
O 2.153 -0.509 0.446
O 0.691 -0.106 -1.712
P -0.671 0.700 -1.494
H -0.319 2.379 0.524
H -1.868 1.260 0.438
H -0.683 -0.340 1.832
H 0.550 -1.793 -0.432
H -1.049 -2.008 0.077
H 1.262 -0.117 -0.878
H -0.586 1.636 -2.650
```

Highest occupied orbital energy (alpha / beta): -4.0 / -4.0 eV
Total charge: -1
Orbital gap (alpha / beta): 7.84 / 7.84 eV
Electronic energy: -22194.496 eV
LUMO (alpha / beta): 3.828 / 3.827 eV